The following is a DFT calculation (ωB97M-V with the def2-TZVPD basis set) of C2H3N3 in the gas phase.

Geometry as XYZ:
```
8
Properties=species:S:1:pos:R:3:forces:R:3
N -0.856 -0.049 0.211 0.0227 -0.2448 -0.0419
C 0.397 0.644 0.005 0.0860 -0.0628 -0.0399
C 1.284 -0.424 -0.560 -0.3649 -0.0895 0.1484
N 0.500 -1.551 -0.522 0.1999 0.1876 -0.0969
N -0.727 -1.292 -0.087 -0.0488 0.3920 0.0471
H -1.750 0.284 0.543 0.1171 -0.0716 0.0006
H 0.295 1.572 -0.564 0.0418 -0.1872 0.0274
H 0.859 0.868 0.978 -0.0539 0.0763 -0.0448
```
Positions in Å, forces in eV/Å.

Results
- electronic energy (eV) = -6588.37836

The following is a DFT calculation (ωB97M-V with the def2-TZVPD basis set) of a molecular structure, C26H29MgN2O4 in a non-equilibrium geometry.

Geometry as XYZ:
```
62
Properties=species:S:1:pos:R:3:forces:R:3
C -1.459 1.235 2.487 -0.0631 -0.1904 -0.2905
C -1.050 0.023 3.147 0.5666 -0.0193 0.5446
C 0.364 0.066 3.296 -0.9307 0.6645 -0.4182
H -1.672 -0.839 3.394 0.0295 0.5780 0.3392
C 0.832 1.248 2.672 -0.5230 -0.3887 0.5741
C -0.269 1.950 2.167 -0.0027 0.5167 0.0315
H -0.196 2.868 1.578 -0.1754 -0.3391 0.3337
H -2.501 1.508 2.256 0.5121 0.0954 0.2689
H 0.972 -0.619 3.862 -0.0157 -0.3403 -0.2031
H 1.876 1.528 2.642 -0.0754 0.1790 -0.1819
C 0.473 -2.877 1.213 -1.0164 -0.1236 -0.1320
C -0.864 -2.688 1.639 0.5338 -0.1767 -0.6942
C -1.646 -2.286 0.488 0.1923 -1.5237 0.2301
H -1.244 -2.828 2.650 0.1579 0.0833 -0.2795
C -0.763 -2.337 -0.649 0.2164 -0.1735 0.4667
C 0.529 -2.663 -0.196 -0.8374 -0.1469 0.2912
H 1.417 -2.787 -0.805 -0.1263 0.1562 0.0295
H 1.310 -3.185 1.835 -0.2223 0.2032 -0.0701
H -2.739 -2.170 0.449 0.3976 -0.3621 -0.0938
H -1.084 -2.195 -1.676 0.1605 0.1795 0.2133
Mg -1.426 -0.261 0.857 1.6490 0.2261 -0.3591
O 3.303 -1.744 0.930 0.0360 0.6502 1.3526
C 3.900 -1.734 2.245 0.6024 1.6670 -1.9105
C 4.258 -0.688 1.110 -1.2146 -1.3663 2.0432
H 3.177 -1.407 2.998 0.4024 -0.1899 -0.0251
H 4.706 -2.467 2.515 -1.0305 0.4770 -0.5351
H 3.919 0.356 1.249 -0.1579 -0.7657 -0.2720
H 6.315 0.992 0.241 0.1577 -0.2455 -0.1291
C 6.410 -0.037 -0.115 -0.8080 -0.5159 0.8567
C 5.415 -0.964 0.275 1.7263 -1.1464 -1.3164
C 5.509 -2.308 -0.212 0.3147 0.5914 -0.0713
H 4.741 -3.035 0.057 0.2804 0.3803 -0.1166
C 6.527 -2.691 -1.077 0.0343 0.9773 -0.0336
H 6.492 -3.687 -1.527 0.2698 0.3184 0.2194
C 7.514 -1.746 -1.418 0.1355 -0.0305 0.5837
H 8.346 -2.047 -2.042 -0.0321 0.0439 -0.1159
C 7.497 -0.447 -0.879 -0.3356 -0.3786 -0.5958
H 8.283 0.278 -1.123 -0.3008 -0.4015 0.0264
C -4.696 1.941 0.415 -0.2051 -0.0977 0.2200
C -3.858 2.668 -0.630 0.6767 0.3721 -0.3526
C -3.518 1.853 -1.932 0.5050 -0.3187 -0.4557
C -4.703 1.608 -2.883 0.3582 0.3002 -0.3976
C -5.818 0.762 -2.294 -0.2804 -0.3389 0.2553
C -2.360 2.623 -2.684 0.0048 0.5057 -0.1882
O -2.582 3.467 -3.541 0.1978 -0.8445 0.8927
N -1.036 2.340 -2.280 -0.7182 0.4235 0.1162
C -0.751 1.462 -1.226 -0.1480 -0.5867 0.6106
O 0.260 1.513 -0.517 -0.8955 0.2434 -1.6004
N -1.682 0.486 -1.043 0.3977 0.6606 0.7357
C -2.947 0.495 -1.510 -0.0843 -1.6207 0.7994
O -3.595 -0.574 -1.402 0.8305 1.7950 -0.3971
H -5.767 2.107 0.254 0.2203 -0.1706 0.0541
H -4.456 2.306 1.421 -0.0538 -0.0349 -0.2360
H -4.505 0.860 0.391 -0.1530 0.2178 0.0905
H -4.349 3.603 -0.943 0.1270 -0.2673 0.0103
H -2.903 2.974 -0.157 -0.3347 -0.1900 -0.2777
H -5.072 2.568 -3.266 0.1255 -0.1418 0.0400
H -4.283 1.055 -3.739 -0.1424 0.2538 0.0948
H -6.449 1.315 -1.595 -0.0666 0.0250 -0.1947
H -6.437 0.338 -3.088 -0.1159 0.2377 -0.0195
H -5.360 -0.081 -1.767 -0.5130 0.3269 -0.1817
H -0.303 2.995 -2.515 -0.2402 0.0873 -0.1796
```
Positions in Å, forces in eV/Å.

Results
- electronic energy (eV) = -44048.50728
- charge = -1

The following is a DFT calculation (ωB97M-V with the def2-TZVPD basis set) of 2 unconnected molecules or ions with the total composition C6H12N2.

Geometry as XYZ:
```
20
Properties=species:S:1:pos:R:3:forces:R:3
C -1.364 1.067 -1.239 0.2646 0.0338 0.0806
C 1.126 -1.650 -0.636 0.1193 0.1835 -0.0921
C 0.482 -0.403 -1.171 -0.1434 -0.2949 0.1483
N 1.262 0.337 -2.023 0.2562 0.2770 -0.3340
N -0.689 -0.119 -0.782 -0.2675 -0.3097 0.1931
H 0.828 1.064 -2.568 0.0447 -0.0834 0.0297
H 2.072 -0.102 -2.438 -0.2336 0.1279 0.1079
H -2.380 1.035 -0.854 -0.0935 0.1625 -0.0747
H -0.879 1.970 -0.846 -0.0596 0.0312 -0.0832
H -1.410 1.142 -2.330 -0.0298 0.0634 -0.1315
H 2.169 -1.453 -0.397 0.1289 -0.0877 0.0763
H 0.596 -1.962 0.253 -0.0584 -0.0432 0.1305
H 1.082 -2.450 -1.371 0.0322 -0.1006 -0.1369
C 0.811 0.615 2.391 0.3760 -0.0146 0.0858
C -1.648 -0.179 2.303 -0.4978 -0.1054 0.0459
C -0.422 0.222 2.353 0.2186 0.0929 0.0454
H -2.333 -0.017 3.118 -0.0514 0.0573 0.2324
H 1.596 -0.022 2.768 0.0502 -0.1875 0.0971
H 1.119 1.583 2.041 -0.0584 0.3083 -0.1244
H -2.020 -0.677 1.426 0.0028 -0.1107 -0.2962
```
Positions in Å, forces in eV/Å.

Results
- SMILES = C/N=C(/C)N.C=C=C
- electronic energy (eV) = -9394.84284

The following is a DFT calculation (ωB97M-V with the def2-TZVPD basis set) of C17H27NO2 in the gas phase.

Geometry as XYZ:
```
47
Properties=species:S:1:pos:R:3:forces:R:3
C 5.869 2.567 -0.146 -0.0391 -0.0565 -0.0014
C 5.379 1.164 0.053 -0.0244 -0.1531 0.0294
C 6.230 0.197 0.573 0.0604 -0.0516 0.0319
C 5.787 -1.096 0.759 0.0395 0.0466 0.0022
C 4.489 -1.445 0.430 -0.2491 -0.2021 -0.0302
C 3.625 -0.490 -0.090 0.1853 0.1556 0.0256
C 4.070 0.827 -0.284 -0.1634 -0.1264 -0.0218
C 3.137 1.857 -0.848 -0.0076 -0.1021 0.0222
H 3.551 2.291 -1.757 -0.0204 0.0899 -0.0693
H 2.178 1.406 -1.080 -0.0562 0.1099 -0.0446
H 2.983 2.665 -0.133 -0.0489 0.1070 0.0004
O 2.329 -0.743 -0.440 0.1506 0.2259 -0.0013
C 1.803 -2.036 -0.246 -0.2549 -0.4621 -0.1385
C 0.338 -2.008 -0.675 0.3595 0.2766 0.3842
C -0.499 -1.112 0.234 -0.1561 -0.1955 -0.3155
C -1.946 -1.012 -0.240 0.1198 0.1696 0.3880
C -2.774 -0.126 0.688 0.0431 -0.1085 -0.2977
N -4.061 0.220 0.110 -0.0400 0.0727 0.1238
C -4.686 1.339 0.795 -0.2843 0.0643 -0.1819
C -5.976 1.717 0.069 0.2743 0.2381 0.1939
H -6.493 2.523 0.593 0.0745 0.0001 -0.0597
O -6.876 0.635 0.022 -0.1336 -0.0288 0.1045
C -6.278 -0.468 -0.617 0.1850 -0.3409 -0.0073
C -4.991 -0.897 0.088 -0.2419 0.1072 -0.2085
H -4.546 -1.726 -0.462 -0.0438 -0.0522 0.0254
H -5.233 -1.237 1.112 0.0322 -0.0183 -0.0463
H -7.015 -1.272 -0.597 0.0808 0.0132 -0.0525
H -6.043 -0.210 -1.661 -0.0279 -0.0597 0.0639
H -5.730 2.040 -0.953 -0.0156 0.0172 0.0855
H -4.001 2.190 0.781 -0.0174 0.0058 0.0401
H -4.921 1.091 1.846 0.0261 0.0424 -0.0303
H -2.231 0.810 0.845 0.0057 -0.0268 0.0597
H -2.889 -0.616 1.672 0.0167 0.0667 0.0055
H -1.979 -0.585 -1.243 -0.0336 -0.0111 -0.0685
H -2.373 -2.016 -0.287 -0.0345 -0.0565 -0.0775
H -0.050 -0.118 0.253 0.0018 0.0502 0.0788
H -0.476 -1.508 1.252 0.0569 0.0269 0.0908
H 0.286 -1.636 -1.700 -0.0152 -0.0704 -0.0950
H -0.051 -3.028 -0.660 0.0001 -0.0489 -0.0478
H 1.878 -2.325 0.812 0.0490 0.0144 -0.0882
H 2.358 -2.768 -0.851 0.0065 0.0936 0.1237
H 4.162 -2.462 0.582 -0.0626 -0.0739 0.0002
H 6.452 -1.846 1.163 0.0479 -0.0619 0.0313
H 7.244 0.462 0.833 0.0988 0.0439 0.0215
H 5.808 2.849 -1.197 0.0134 0.1043 -0.0621
H 5.259 3.271 0.420 -0.0092 0.1229 0.0062
H 6.901 2.662 0.179 0.0517 0.0420 0.0073
```
Positions in Å, forces in eV/Å.

Results
- SMILES = Cc1cccc(OCCCCCN2CCOCC2)c1C
- electronic energy (eV) = -23651.90901

The following is a DFT calculation (ωB97M-V with the def2-TZVPD basis set) of 6 unconnected molecules or ions with the total composition C5H20ClN10O9 in a non-equilibrium geometry.

Geometry as XYZ:
```
45
Properties=species:S:1:pos:R:3:forces:R:3
Cl -0.353 -1.024 0.780 -2.6563 -1.7487 -2.5312
O -0.365 -1.463 2.102 1.2807 -0.6131 2.4858
O 0.791 -0.311 0.353 4.4089 0.8225 -0.0326
O -0.558 -2.156 -0.097 0.3577 0.2712 0.1493
O -1.365 -0.070 0.609 -2.8261 1.5759 -0.1515
C -3.630 -1.863 -3.351 -1.8881 4.4884 -2.3111
O -3.756 -0.739 -3.772 -0.5437 2.1053 -0.9365
N -4.496 -2.804 -3.521 -3.2164 -3.9893 -0.1064
N -2.589 -2.242 -2.767 7.2346 -2.5369 4.3119
H -4.222 -3.586 -2.944 -1.1668 -0.4831 -0.4056
H -5.474 -2.598 -3.663 0.3558 0.0237 0.0719
H -2.536 -3.067 -2.187 -0.1688 0.0367 -0.2264
H -1.804 -1.645 -2.546 -0.5439 0.3913 -0.3052
C -4.861 1.030 1.537 -0.2117 1.7022 -1.9475
O -4.984 1.788 0.573 -0.0086 -0.3364 0.5765
N -3.793 0.883 2.261 4.8723 1.4422 0.8126
N -5.757 0.265 2.062 -5.7357 -2.9771 0.9859
H -3.028 1.373 1.819 0.5592 -0.5718 0.5903
H -3.631 0.130 2.914 0.1533 0.3279 -0.4643
H -5.584 -0.346 2.847 0.0557 0.3844 -0.3029
H -6.729 0.321 1.792 0.3189 0.0328 -0.2225
C 0.489 3.494 0.129 -4.2789 0.0711 -1.5525
O 0.654 4.526 -0.429 1.1842 3.3088 -0.9801
N 1.426 2.738 0.602 5.4649 -2.4509 2.0068
N -0.704 2.894 0.223 -0.8551 -1.0374 0.6275
H 2.280 3.205 0.871 -0.0236 -0.0539 -0.1784
H 1.354 1.775 0.897 -0.5518 0.0251 0.0958
H -1.583 3.326 -0.022 0.3142 -0.1695 -0.1425
H -0.632 1.949 0.571 -1.1976 -0.1181 -0.1096
C 4.643 -2.099 1.417 1.8009 0.3262 -2.3583
O 4.825 -1.815 0.242 -0.4724 0.6221 -1.5448
N 3.551 -1.971 2.070 -4.0507 0.8500 1.4299
N 5.626 -2.542 2.148 2.9369 -1.3867 2.0647
H 2.737 -1.734 1.521 -0.3407 0.0924 0.6447
H 3.561 -2.129 3.068 -0.7984 0.0947 -0.4223
H 6.408 -2.950 1.657 -0.0347 0.1636 0.4164
H 5.388 -2.815 3.091 0.7370 -0.3855 -0.2632
C 4.064 1.712 -1.579 -0.0201 -1.1755 0.3127
O 5.246 2.147 -1.676 0.5054 -0.4781 1.4417
N 3.599 0.772 -0.731 2.0150 0.6303 0.5838
N 3.219 2.102 -2.458 -3.2156 2.3513 -3.0202
H 2.669 0.384 -0.805 -0.2327 -0.2490 0.1909
H 4.319 0.322 -0.184 -0.1261 -0.8765 0.3874
H 3.344 2.989 -2.926 0.5615 -0.1303 -0.0805
H 2.243 1.844 -2.496 0.0474 -0.3723 0.4096
```
Positions in Å, forces in eV/Å.

Results
- expectation value of S² = 0.77
- electronic energy (eV) = -51351.72685
- multiplicity = 2

The following is a DFT calculation (ωB97M-V with the def2-TZVPD basis set) of 2 unconnected molecules or ions with the total composition C2H10N4S in a non-equilibrium geometry.

Geometry as XYZ:
```
17
Properties=species:S:1:pos:R:3:forces:R:3
C -0.224 0.754 0.416 -0.1145 0.3305 -0.3775
C -1.930 -0.796 -0.193 -3.3625 0.1535 -0.7795
N 1.326 -1.288 0.550 -0.4450 -0.0045 -2.6610
N -1.318 0.541 -0.253 1.9010 -1.0341 1.4583
N 2.712 -1.110 0.116 -0.5019 0.9390 2.2613
N -2.014 1.457 -0.863 -0.3010 2.9525 -0.5527
S 0.879 2.056 0.307 -0.2113 -0.1631 -1.2572
H -2.201 -1.041 -1.287 0.8021 -0.2427 1.8006
H -1.315 -1.473 0.390 0.0750 -0.0733 -0.5135
H -2.973 -0.671 0.347 2.1225 -0.1682 -0.9179
H 1.267 -1.359 1.530 0.5937 0.0067 2.0611
H 3.185 -2.033 0.322 0.0951 1.1166 -0.3881
H 3.179 -0.249 0.574 -0.3718 -1.7282 -0.4862
H 2.644 -0.899 -0.868 0.2970 -0.3455 -0.7676
H -1.602 2.349 -1.085 0.8026 0.1957 0.7001
H -2.699 1.336 -1.565 -1.0353 -1.7647 -0.4153
H 1.083 2.425 1.563 -0.3456 -0.1701 0.8352
```
Positions in Å, forces in eV/Å.

Results
- electronic energy (eV) = -19007.81909
- charge = +2